[1]
The following is a DFT calculation (ωB97M-V/def2-TZVPD) of C39H46AuF4N4PS2Si as an isolated structure in a non-equilibrium geometry.

Calculated values
calculated total energy = -3695.0173 Eh
molecular weight = 966.98 Da

Structure (ORCA input):
```
! RIJCOSX wB97M-V def2-TZVPD def2/J DEFGRID3
* xyz 0 1
Au -0.2681 -0.3272 0.1980
S 2.8768 -1.2420 -2.5571
C 4.2043 -0.1365 -2.5715
C 5.4057 -0.2339 -3.2622
C 6.3238 0.7884 -3.1271
C 6.0753 1.8788 -2.2950
C 4.8854 1.9859 -1.6008
C 3.9418 0.9839 -1.7646
S 2.3405 0.9273 -1.1041
H 5.6085 -1.0867 -3.8903
H 7.2543 0.7442 -3.6718
H 6.8246 2.6503 -2.1999
H 4.6860 2.8297 -0.9564
C -2.6141 -2.8602 1.4977
Si -2.7734 -2.3787 -0.3330
C -3.6310 -0.7429 -0.7680
C -3.4237 -3.8040 -1.3938
H -3.5750 -3.1745 1.8947
H -2.2506 -2.0386 2.1088
H -1.9217 -3.6908 1.6197
H -4.7103 -0.8626 -0.7592
H -3.3471 -0.4255 -1.7683
H -3.3831 0.0648 -0.0866
H -4.4684 -4.0018 -1.1747
H -2.8766 -4.7237 -1.2101
H -3.3560 -3.5689 -2.4530
F -0.5094 -1.7686 -4.0624
C -0.8305 -3.0242 -4.4270
C -1.4659 -3.2454 -5.6315
F -1.7203 -2.1885 -6.4217
C -1.9149 -4.5328 -6.0221
C -1.6600 -5.5684 -5.0890
C -0.9887 -5.3445 -3.9060
F -0.8318 -6.3595 -3.0372
C -0.5449 -4.0672 -3.5424
C 0.0064 -3.8309 -2.1975
C -0.4281 -2.8163 -1.4869
N -1.0432 -2.0151 -0.8112
C 0.9252 -4.7424 -1.6271
N 1.6702 -5.4795 -1.1660
F -2.1025 -6.8102 -5.3379
C -2.6075 -4.7627 -7.2333
C -3.2482 -5.9682 -7.5399
N -3.8380 -6.9100 -7.8408
C -2.7558 -3.8048 -8.2413
N -2.9030 -3.0743 -9.1182
C -2.8047 1.5637 4.9589
C -2.0950 0.2219 4.8163
C -0.8237 0.3707 3.9607
C -0.9484 1.5414 2.9772
C -2.3880 1.5765 2.4644
C -3.3279 2.0236 3.5931
P 0.2649 1.3806 1.5815
C 0.3879 3.0236 0.7255
C 0.2962 4.2835 1.6035
C -1.0572 4.9747 1.4872
C -1.3286 5.4360 0.0493
C -0.6799 4.5025 -0.9825
C -0.5996 3.0765 -0.4480
C 1.9592 1.1426 2.2732
C 2.4083 2.1335 3.3530
C 3.6365 1.5869 4.0938
C 4.4969 0.7549 3.1470
C 3.7590 -0.5194 2.7167
C 2.2410 -0.3024 2.6828
H -2.1030 2.2950 5.3654
H -3.6314 1.4800 5.6645
H -2.7835 -0.4891 4.3554
H -1.8289 -0.1684 5.8001
H -0.6543 -0.5562 3.4015
H 0.0358 0.5228 4.6153
H -0.7406 2.4853 3.4905
H -2.6587 0.5756 2.1190
H -2.4941 2.2485 1.6138
H -4.3220 1.6092 3.4164
H -3.4261 3.1109 3.5905
H 1.3950 2.9728 0.2886
H 1.0607 4.9919 1.2823
H 0.5024 4.0501 2.6486
H -1.0791 5.8357 2.1579
H -1.8409 4.2943 1.8161
H -0.9469 6.4483 -0.0933
H -2.4083 5.4781 -0.1104
H 0.3291 4.8481 -1.2164
H -1.2541 4.5213 -1.9101
H -0.2562 2.3946 -1.2273
H -1.5981 2.7515 -0.1488
H 2.5614 1.3059 1.3696
H 1.6079 2.3258 4.0708
H 2.6698 3.0789 2.8754
H 3.3269 0.9718 4.9409
H 4.2208 2.4174 4.4929
H 5.4382 0.4930 3.6314
H 4.7403 1.3600 2.2702
H 3.9887 -1.3360 3.4024
H 4.1118 -0.8191 1.7294
H 1.8101 -0.5257 3.6581
H 1.7936 -0.9845 1.9532
*
```

***

[2]
The following is a DFT calculation (ωB97M-V/def2-TZVPD) of C39H47AsBeF6N7O8V as an isolated structure in a non-equilibrium geometry.

Calculated values
calculated total energy = -6292.6128 Eh
molecular weight = 990.71 Da

Structure (ORCA input):
```
! RIJCOSX wB97M-V def2-TZVPD def2/J DEFGRID3
* xyz 2 1
O 1.3663 17.8990 14.4341
V 2.5434 16.9966 14.9467
O 1.9548 15.7807 15.8395
Be 3.5727 22.8933 12.3165
As 1.7258 19.8323 10.1448
F 2.0978 20.2164 8.4880
F 1.0832 18.3226 9.5481
F 1.3650 19.3137 11.7992
F 2.5309 21.3876 10.6969
F 0.1598 20.6412 10.1203
F 3.2615 18.9699 10.3623
N 7.1224 17.9750 10.3731
C 7.8265 18.3241 9.2735
C 7.4502 17.9748 7.9687
C 6.2945 17.2471 7.7557
C 5.4952 17.0160 8.8658
C 5.9314 17.4161 10.1149
H 8.6934 18.9610 9.3892
H 8.0871 18.2787 7.1489
H 6.0915 16.8658 6.7640
H 4.5864 16.4363 8.7818
H 5.3436 17.1572 10.9879
N 2.8889 15.7910 13.1808
C 3.4868 14.5723 13.3107
C 3.6276 13.6626 12.2804
C 3.1804 13.9743 11.0111
C 2.6611 15.2458 10.8135
C 2.5229 16.0797 11.9167
H 3.6675 14.1627 14.2964
H 3.9872 12.6631 12.4781
H 3.3384 13.2682 10.2074
H 2.3484 15.6421 9.8589
H 2.1057 17.0562 11.7072
N 4.8752 22.5599 10.1982
C 5.1909 21.3531 9.6514
C 5.7108 21.1755 8.3735
C 6.0079 22.3378 7.6554
C 5.7538 23.5766 8.1868
C 5.1884 23.6224 9.4545
H 4.8753 20.4679 10.1861
H 5.9648 20.1801 8.0386
H 6.4760 22.3035 6.6789
H 5.9536 24.4828 7.6346
H 5.1284 24.6334 9.8391
N 2.2191 24.3418 10.6361
C 2.5408 25.6269 10.3374
C 1.8410 26.3095 9.3579
C 0.8251 25.6890 8.6578
C 0.4951 24.4019 9.0149
C 1.1888 23.7129 9.9855
H 3.2737 26.0547 11.0050
H 1.9898 27.3594 9.1428
H 0.3053 26.1899 7.8535
H -0.3843 23.9525 8.5685
H 0.8325 22.7732 10.3751
N -2.9203 23.2998 9.7763
C -3.7005 24.3545 9.9228
C -4.6755 24.4344 10.9303
C -4.8977 23.3509 11.7659
C -4.0807 22.2502 11.5580
C -3.0563 22.2640 10.6347
H -3.4796 25.1896 9.2697
H -5.3121 25.3090 10.9465
H -5.6976 23.3671 12.4910
H -4.2882 21.3595 12.1389
H -2.3373 21.4605 10.5526
C 3.0878 23.3540 5.6222
C 2.9528 21.9503 6.2564
O 1.7988 21.5031 5.5515
C 1.0817 22.5088 5.0599
O 0.0493 22.3572 4.4746
O 1.7601 23.6432 5.2099
H 3.7476 23.3774 4.7548
H 3.4486 24.0615 6.3679
H 2.7391 22.0131 7.3223
H 3.8202 21.3271 6.0532
C -1.5395 20.3769 6.8261
C -2.7083 21.3230 7.1490
O -3.5621 20.5255 7.9215
C -3.0284 19.3220 8.1578
O -3.4881 18.4899 8.8777
O -1.8670 19.1567 7.4856
H -0.6196 20.8032 7.2218
H -1.5406 20.2847 5.7412
H -3.1593 21.6911 6.2301
H -2.2498 22.1409 7.7036
C 1.2496 16.7207 4.8918
C 1.5075 17.8416 5.8865
C 2.9807 17.9340 6.3664
C 3.8301 18.0337 5.1847
N 4.4385 18.1639 4.2199
H 1.6687 16.9665 3.9156
H 0.1804 16.5833 4.7138
H 1.5394 15.7232 5.2270
H 0.7691 17.6718 6.6766
H 1.0828 18.7658 5.4883
H 3.2119 17.0935 7.0157
H 2.9867 18.8701 6.9231
C -2.9908 18.0811 13.5508
C -2.1479 18.2817 12.2910
C -1.9330 16.9747 11.5152
C -1.1350 16.0470 12.2945
N -0.5412 15.2891 12.9216
H -2.4389 17.4747 14.2723
H -3.8601 17.4600 13.3212
H -3.3501 19.0078 13.9936
H -1.2137 18.7815 12.5495
H -2.7323 18.9254 11.6300
H -1.2764 17.2395 10.6836
H -2.8996 16.5468 11.2602
*
```